Entry 1:
Entry from the Open Molecules 2025 dataset: 7 unconnected molecules or ions with the total composition C32H77FNO25PS8 (ωB97M-V/def2-TZVPD).

Structure (XYZ):
```
145
Properties=species:S:1:pos:R:3
C -3.7630 4.0390 -4.1831
O -3.0619 2.9980 -4.8286
C -3.4523 1.7123 -4.3873
C -2.4370 0.6656 -4.8484
C -0.9514 1.0847 -4.8128
C -0.1278 0.3373 -3.7547
C -0.6286 0.6521 -2.3161
C -0.9641 2.1172 -1.9689
C 0.0810 3.2112 -1.7493
C 0.7550 3.8040 -2.9785
F 1.0894 2.7719 -0.8787
C 0.1711 -0.1505 -1.2524
P -0.3314 0.1364 0.5003
N -1.8141 -0.3076 0.7216
S 1.9364 -0.1396 -1.5194
O 2.2866 -1.4454 -2.0108
O 2.6376 0.4255 -0.4095
O 2.0528 0.8912 -2.7114
C 1.4081 0.4402 -3.9460
C 1.9371 1.3192 -5.0631
C 3.4629 1.3189 -5.0917
C 3.9745 1.8243 -6.4410
S 5.7616 1.9022 -6.4859
O 6.2336 1.0571 -7.5385
O 6.3058 1.7776 -5.1586
O 5.9679 3.4329 -6.9186
H -4.8227 3.7900 -4.0444
H -3.6959 4.9236 -4.8171
H -3.3252 4.2588 -3.2001
H -4.4389 1.4638 -4.8038
H -3.5638 1.7064 -3.2921
H -2.6840 0.3743 -5.8725
H -2.5945 -0.2331 -4.2404
H -0.5309 0.8601 -5.7947
H -0.8702 2.1654 -4.6865
H -0.3610 -0.7256 -3.9099
H -1.6079 0.1608 -2.2769
H -1.5881 2.0743 -1.0675
H -1.6251 2.5073 -2.7491
H -0.4413 4.0171 -1.2184
H 1.6611 3.2437 -3.2131
H 0.0770 3.8148 -3.8356
H 1.0519 4.8362 -2.7786
H -0.1217 -1.1992 -1.3784
H -0.0865 1.4951 0.7006
H 0.6896 -0.5104 1.2138
H -1.9090 -1.0536 1.4035
H 1.7992 -0.5610 -4.1384
H 1.5610 0.8984 -6.0006
H 1.5499 2.3392 -4.9850
H 3.8829 1.9091 -4.2762
H 3.8193 0.2926 -4.9431
H 3.7207 1.1185 -7.2349
H 3.5874 2.8121 -6.6906
H 6.6912 3.7935 -6.3816
C 7.8826 3.4053 1.1985
C 7.4587 2.0312 0.7343
O 7.5509 1.8843 -0.7068
S 8.9925 1.6536 -1.3261
C 8.4713 1.0782 -2.8984
O 9.6509 0.6096 -0.5963
O 9.6640 2.9114 -1.4754
H 8.9491 3.5638 1.0373
H 7.6705 3.5011 2.2638
H 7.3468 4.1835 0.6546
H 8.0491 1.2441 1.2037
H 6.4105 1.8401 0.9525
H 7.9286 0.1466 -2.7660
H 9.3696 0.9209 -3.4917
H 7.8399 1.8311 -3.3579
C -2.6103 -5.8789 3.7424
C -2.8788 -6.1716 2.2827
O -3.7626 -5.1970 1.6757
S -3.1276 -3.7997 1.2627
C -4.4273 -3.2353 0.2327
O -1.9429 -4.0451 0.4917
O -3.0267 -2.9580 2.4182
H -2.0208 -4.9721 3.8653
H -2.0613 -6.7139 4.1798
H -3.5472 -5.7514 4.2845
H -1.9587 -6.2177 1.6990
H -3.4079 -7.1144 2.1591
H -4.5047 -3.8995 -0.6237
H -4.1505 -2.2269 -0.0730
H -5.3481 -3.2101 0.8108
C 1.4119 -2.9313 -9.3153
C 1.2455 -4.0550 -8.3170
O 2.0929 -3.8896 -7.1495
S 1.6224 -2.8607 -6.0427
C 2.6935 -3.3690 -4.7542
O 0.2568 -3.1278 -5.6969
O 1.9618 -1.5252 -6.4487
H 1.0257 -1.9909 -8.9260
H 0.8666 -3.1802 -10.2264
H 2.4639 -2.7915 -9.5625
H 0.2129 -4.1593 -7.9830
H 1.5664 -5.0070 -8.7340
H 2.4371 -4.3876 -4.4750
H 2.5200 -2.6938 -3.9191
H 3.7221 -3.2971 -5.0979
C 8.5796 1.5330 8.1841
C 8.2732 2.7798 7.3847
O 9.3213 3.1002 6.4334
S 9.3598 2.2586 5.0870
C 10.4378 3.3093 4.1807
O 8.0507 2.2754 4.5015
O 10.0022 1.0029 5.3202
H 8.5592 0.6423 7.5587
H 7.8340 1.4224 8.9724
H 9.5661 1.6050 8.6418
H 7.3291 2.6983 6.8454
H 8.2256 3.6595 8.0231
H 9.9538 4.2713 4.0381
H 10.6123 2.8196 3.2244
H 11.3682 3.4093 4.7330
C -6.6087 -0.6395 4.6944
C -8.1100 -0.7484 4.5490
O -8.5648 -0.4450 3.1984
S -8.3849 -1.5692 2.1037
C -9.4384 -0.8742 0.8794
O -8.9392 -2.7982 2.5882
O -7.0351 -1.5646 1.6240
H -6.0887 -1.4195 4.1400
H -6.3564 -0.7342 5.7510
H -6.2565 0.3247 4.3276
H -8.4733 -1.7360 4.8314
H -8.6149 -0.0128 5.1707
H -10.4538 -0.8523 1.2646
H -9.3699 -1.5215 0.0079
H -9.0817 0.1244 0.6423
C -10.3830 -3.1958 8.9255
C -10.6490 -2.0070 9.8213
O -9.4300 -1.3088 10.1939
S -8.7896 -0.3403 9.1154
C -7.7009 0.5220 10.1921
O -9.8031 0.5438 8.6217
O -8.0227 -1.1037 8.1773
H -10.0259 -2.8867 7.9447
H -11.3081 -3.7586 8.7963
H -9.6336 -3.8503 9.3699
H -11.3301 -1.2906 9.3614
H -11.0713 -2.3140 10.7755
H -8.2912 1.0706 10.9203
H -7.1259 1.2030 9.5684
H -7.0460 -0.1996 10.6728
```

Its structure (SMILES) is COCCC[C@@H]1[C@H](C[C@H](C)F)[C@H]([PH2]=N)S(=O)(=O)O[C@@H]1CCCS(=O)(=O)O.CCOS(C)(=O)=O.CCOS(C)(=O)=O.CCOS(C)(=O)=O.CCOS(C)(=O)=O.CCOS(C)(=O)=O.CCOS(C)(=O)=O. As for the total charge: 0. The value obtained for the LUMO energy is 0.449 eV. The energy relative to the best compared isomer or geometry (same formula, charge and spin) comes out at 0.000 eV. The total energy comes out at -185795.0206 eV.



Entry 2:
Entry from the Open Molecules 2025 dataset: a molecular structure, C9H21INO2P2Yb at a distorted geometry (ωB97M-V/def2-TZVPD).

Structure (XYZ):
```
37
Properties=species:S:1:pos:R:3
C -3.4663 3.2567 -0.5989
I -1.6168 2.1748 -0.8821
H -3.9479 2.7758 0.2590
H -4.0719 3.1727 -1.5083
H -3.2073 4.3029 -0.3973
Yb -0.4335 -0.2520 0.8056
P -1.1330 -1.9515 -1.3959
C -1.3801 -2.0079 -3.2086
C -0.8641 -3.7541 -1.1411
H -1.6437 -4.3273 -1.6653
H -3.4157 -2.6073 -1.4886
H -0.8738 -3.9890 -0.0634
H -3.0389 -2.0827 0.1736
H -0.4213 -2.2241 -3.6986
H 0.1335 -4.0050 -1.5348
C -2.8972 -1.8540 -0.8942
H -2.0999 -2.8028 -3.4558
H -3.2991 -0.8541 -1.1080
H -1.7554 -1.0460 -3.5799
P 1.9142 1.2928 1.4449
C 2.9887 2.6449 0.8414
C 0.9283 2.2605 2.6541
H 2.6373 -0.2633 3.1892
H 3.5660 1.2896 3.2614
H 3.9201 0.0497 1.9888
C 3.1329 0.5249 2.5968
H 0.3611 1.6113 3.3395
H 1.6536 2.8355 3.2309
H 3.4661 3.1419 1.6978
H 2.4134 3.3820 0.2671
H 0.2346 2.9339 2.1326
H 3.7647 2.2225 0.1905
C 0.7638 0.4348 -1.1898
O 1.3887 0.6854 -2.1354
O 3.1154 -2.8030 0.1966
C 2.1046 -2.3283 0.6241
N 1.0788 -1.8399 1.0524
```

As for the total charge: +2. The value obtained for the LUMO energy (alpha / beta) is -8.060 / -8.879 eV. Its spin multiplicity is 2. The total energy comes out at -73451.6733 eV.



Entry 3:
Entry from the Open Molecules 2025 dataset: 2 unconnected molecules or ions with the total composition C6H9NO3P at a distorted geometry (ωB97M-V/def2-TZVPD).

Structure (XYZ):
```
20
Properties=species:S:1:pos:R:3
C 2.2489 1.1437 -0.1786
C 1.4721 1.4678 0.9865
C 1.7104 0.5178 -1.2841
C 0.0803 1.2285 0.8556
C 0.2827 0.2421 -1.2893
C -0.4490 0.5765 -0.1843
N 0.5146 -2.5131 1.1824
O -3.0633 1.4651 0.1372
O -2.5947 -0.3808 -1.6006
O -2.4736 -1.0062 0.8259
P -2.2659 0.2501 -0.0558
H 3.3312 1.3626 -0.1610
H 1.8616 2.0811 1.8369
H 2.3059 0.2498 -2.1232
H -0.5769 1.5257 1.6964
H -0.1659 -0.2526 -1.9830
H 0.1521 -2.9294 0.3304
H 1.1936 -1.8018 0.9073
H -0.3618 -2.1805 1.7027
H -3.2024 -1.0464 -1.6015
```

As for the total charge: -1. The value obtained for the LUMO energy is 3.478 eV. The energy relative to the best compared isomer or geometry (same formula, charge and spin) comes out at 0.000 eV. The total energy comes out at -23293.1045 eV.



Entry 4:
Entry from the Open Molecules 2025 dataset: a molecular structure, C3O4Tl at a distorted geometry (ωB97M-V/def2-TZVPD).

Structure (XYZ):
```
8
Properties=species:S:1:pos:R:3
C 1.2760 -1.5805 -0.8961
C 0.6883 -0.8114 0.0072
O 1.8728 -0.6319 0.7426
O -0.6897 -0.8166 0.1482
O -0.6774 1.4138 -0.2891
C -1.3589 0.4190 0.0382
O -2.5777 0.3278 0.2065
Tl 1.4665 1.6798 0.0424
```

As for the total charge: -1. The value obtained for the LUMO energy is 2.877 eV. The total energy comes out at -15991.8537 eV.